C33H55N12O2S2Sr | ωB97M-V with the def2-TZVPD basis set

The gap between HOMO and LUMO is 8.45 eV. Its highest occupied orbital energy is -10.1 eV. The net charge is +1. As for the multiplicity: 1.

Element x y z (Å)
1 Sr 12.816 10.070 10.006
2 C 9.690 7.492 10.043
3 C 9.916 7.836 11.478
4 N 11.056 8.767 11.844
5 C 11.923 8.107 12.827
6 C 12.982 7.202 12.272
7 N 14.077 8.034 11.666
8 C 15.216 7.279 11.212
9 C 15.086 6.501 9.968
10 C 14.670 7.299 8.741
11 N 13.273 7.709 8.666
12 C 12.722 8.188 7.392
13 C 11.198 8.104 7.380
14 N 10.635 9.103 8.426
15 C 9.340 8.484 8.958
16 H 8.824 6.763 10.081
17 H 10.493 6.743 9.714
18 H 10.158 6.908 12.019
19 H 8.981 8.230 11.922
20 H 10.683 9.541 12.340
21 H 11.470 7.496 13.629
22 H 12.561 8.839 13.357
23 H 12.637 6.403 11.530
24 H 13.343 6.591 13.092
25 H 14.301 8.657 12.389
26 H 15.526 6.647 12.021
27 H 16.006 7.973 10.922
28 H 14.402 5.710 10.073
29 H 16.066 5.927 9.755
30 H 14.950 6.718 7.893
31 H 15.308 8.218 8.795
32 H 12.632 6.963 9.019
33 H 13.112 7.611 6.519
34 H 13.029 9.196 7.221
35 H 10.921 7.109 7.715
36 H 10.832 8.295 6.397
37 H 10.311 9.879 7.908
38 H 8.810 8.113 8.123
39 H 8.879 9.407 9.402
40 C 16.220 17.504 11.022
41 C 15.343 16.257 11.263
42 C 15.667 15.029 10.788
43 C 15.003 13.873 11.232
44 C 13.957 13.958 12.135
45 C 13.606 15.256 12.631
46 C 14.290 16.349 12.168
47 S 12.897 12.594 12.488
48 O 11.944 12.978 13.534
49 O 12.292 12.322 11.173
50 N 13.857 11.302 12.625
51 C 14.650 11.113 13.768
52 C 14.472 11.729 15.000
53 C 15.250 11.417 16.080
54 C 16.285 10.462 15.860
55 C 16.354 9.846 14.634
56 N 15.518 10.100 13.669
57 H 16.074 18.193 11.837
58 H 15.899 18.117 10.175
59 H 17.245 17.236 10.975
60 H 16.409 14.970 10.073
61 H 15.106 12.929 10.689
62 H 12.830 15.232 13.346
63 H 14.096 17.345 12.624
64 H 13.611 12.359 15.133
65 H 15.181 11.756 17.116
66 H 16.930 10.151 16.616
67 H 17.044 9.058 14.431
68 C 9.925 10.903 5.117
69 C 9.739 12.345 5.459
70 C 10.764 12.815 6.410
71 N 11.500 12.061 7.143
72 N 12.131 12.654 8.181
73 C 11.691 13.878 8.332
74 N 12.038 14.686 9.399
75 S 10.578 14.453 7.064
76 H 9.083 10.538 4.448
77 H 9.745 10.264 5.992
78 H 10.872 10.710 4.638
79 H 8.729 12.516 5.837
80 H 9.843 12.969 4.517
81 H 12.259 14.197 10.232
82 H 11.426 15.480 9.531
83 C 18.742 11.791 10.793
84 C 17.938 10.635 11.428
85 N 16.663 10.551 10.804
86 C 16.481 10.851 9.489
87 N 15.252 10.749 9.040
88 C 15.019 11.037 7.621
89 C 16.066 12.083 7.090
90 C 17.440 11.496 7.374
91 N 17.566 11.167 8.765
92 C 18.891 11.467 9.371
93 H 19.782 12.007 11.222
94 H 18.236 12.753 10.892
95 H 17.750 10.697 12.496
96 H 18.535 9.689 11.237
97 H 15.792 10.644 11.382
98 H 14.011 11.453 7.431
99 H 15.062 10.073 6.953
100 H 15.835 13.053 7.542
101 H 15.978 12.195 6.041
102 H 18.147 12.295 7.142
103 H 17.626 10.679 6.773
104 H 19.336 12.210 8.753
105 H 19.506 10.577 9.262

=====

C5H10O | ωB97M-V with the def2-TZVPD basis set

The gap between HOMO and LUMO is 10.66 eV. Its highest occupied orbital energy is -9.5 eV. The net charge is 0. As for the multiplicity: 1.

Element x y z (Å)
1 C -0.220 -1.631 -0.566
2 C -0.550 -0.605 0.501
3 C 0.517 -0.163 1.508
4 O 0.067 1.196 1.434
5 C -0.638 0.914 0.204
6 C 0.159 1.460 -0.984
7 H -1.053 -1.753 -1.268
8 H -0.038 -2.609 -0.105
9 H 0.673 -1.369 -1.145
10 H -1.459 -0.906 1.034
11 H 1.543 -0.284 1.118
12 H 0.466 -0.556 2.528
13 H -1.651 1.334 0.248
14 H -0.334 2.319 -1.445
15 H 0.349 0.720 -1.768
16 H 1.119 1.798 -0.584

=====

C5H12NO | ωB97M-V with the def2-TZVPD basis set

The gap between HOMO and LUMO (spin up / spin down) is 9.68 / 6.17 eV. Its highest occupied orbital energy (spin up / spin down) is -19.8 / -19.8 eV. The net charge is +2. As for the multiplicity: 2. Its expectation value of S² is 0.75.

Element x y z (Å)
1 C 0.986 0.636 1.507
2 O -0.440 0.645 1.604
3 C 1.266 0.972 0.064
4 C 1.142 -0.267 -0.927
5 C -0.126 -0.344 -1.678
6 C -1.453 -0.496 -1.216
7 N -1.754 -1.097 0.074
8 H 1.371 -0.321 1.739
9 H 1.442 1.369 2.128
10 H -0.672 0.972 2.462
11 H 2.176 1.500 -0.181
12 H 0.476 1.656 -0.260
13 H 1.396 -1.162 -0.355
14 H 1.891 -0.189 -1.714
15 H 0.008 -0.056 -2.711
16 H -2.334 -0.192 -1.754
17 H -1.122 -1.896 0.250
18 H -1.533 -0.335 0.854
19 H -2.721 -1.397 0.114

=====

C35H45BCl2N5O4P | ωB97M-V with the def2-TZVPD basis set

The gap between HOMO and LUMO is 8.13 eV. Its highest occupied orbital energy is -8.1 eV. Its SMILES is CCP(CCCO)(CC(=O)Cl)(CC(=O)Cl)B(C)O.c1ccncc1.c1ccncc1.c1ccncc1.c1ccncc1.c1ccncc1. The net charge is 0. As for the multiplicity: 1.

Element x y z (Å)
1 C -0.047 -3.241 -1.737
2 C -0.784 -2.331 -0.736
3 P -2.565 -1.813 -1.300
4 C -4.356 -1.407 -1.914
5 C -5.513 -2.082 -1.158
6 C -6.843 -1.309 -1.260
7 O -7.356 -0.934 0.013
8 C -1.875 -0.825 -2.744
9 C -0.864 0.199 -2.339
10 O -0.741 0.724 -1.263
11 Cl 0.241 0.651 -3.697
12 C -2.858 -1.100 0.422
13 C -3.611 0.188 0.472
14 O -3.509 1.135 -0.262
15 Cl -4.760 0.278 1.871
16 B -2.938 -3.720 -1.552
17 C -3.212 -4.635 -0.305
18 O -2.938 -4.286 -2.816
19 H -0.089 -4.284 -1.445
20 H -0.383 -3.136 -2.764
21 H 1.008 -2.987 -1.737
22 H -0.156 -1.492 -0.448
23 H -0.933 -2.905 0.178
24 H -4.383 -1.788 -2.938
25 H -4.557 -0.343 -2.016
26 H -5.720 -3.066 -1.572
27 H -5.318 -2.232 -0.100
28 H -6.732 -0.429 -1.888
29 H -7.595 -1.934 -1.731
30 H -7.141 -0.016 0.156
31 H -2.664 -0.284 -3.255
32 H -1.425 -1.460 -3.497
33 H -1.887 -0.916 0.867
34 H -3.354 -1.831 1.046
35 H -2.281 -4.951 0.160
36 H -3.782 -5.516 -0.579
37 H -3.773 -4.118 0.470
38 H -3.759 -4.142 -3.288
39 C 2.361 3.911 -1.191
40 C 3.611 4.504 -1.281
41 C 4.705 3.689 -1.530
42 N 4.627 2.368 -1.682
43 C 3.417 1.817 -1.591
44 C 2.258 2.538 -1.350
45 H 1.479 4.510 -1.001
46 H 3.732 5.572 -1.165
47 H 5.701 4.112 -1.612
48 H 3.383 0.740 -1.711
49 H 1.307 2.038 -1.282
50 C 3.782 1.324 4.197
51 C 3.899 -0.056 4.200
52 C 4.154 -0.694 2.996
53 N 4.290 -0.057 1.834
54 C 4.176 1.270 1.850
55 C 3.924 2.005 2.999
56 H 3.584 1.860 5.117
57 H 3.795 -0.624 5.116
58 H 4.256 -1.773 2.953
59 H 4.291 1.763 0.892
60 H 3.841 3.083 2.952
61 C -0.934 -5.778 -5.220
62 C -0.642 -7.125 -5.369
63 C -0.179 -7.567 -6.598
64 N 0.001 -6.771 -7.650
65 C -0.283 -5.481 -7.492
66 C -0.750 -4.936 -6.305
67 H -1.298 -5.391 -4.277
68 H -0.771 -7.819 -4.550
69 H 0.063 -8.613 -6.755
70 H -0.128 -4.856 -8.365
71 H -0.963 -3.878 -6.234
72 C 0.211 0.653 8.171
73 C 1.466 1.235 8.109
74 C 2.562 0.415 7.889
75 N 2.480 -0.906 7.735
76 C 1.266 -1.448 7.799
77 C 0.106 -0.719 8.012
78 H -0.670 1.258 8.339
79 H 1.596 2.302 8.229
80 H 3.563 0.831 7.831
81 H 1.227 -2.524 7.674
82 H -0.853 -1.216 8.052
83 C 3.032 9.417 1.544
84 C 3.605 9.851 0.361
85 C 3.410 9.091 -0.783
86 N 2.705 7.963 -0.811
87 C 2.161 7.560 0.337
88 C 2.291 8.246 1.534
89 H 3.159 9.981 2.459
90 H 4.191 10.758 0.322
91 H 3.840 9.398 -1.730
92 H 1.593 6.637 0.288
93 H 1.825 7.870 2.434

=====

C6H12O | ωB97M-V with the def2-TZVPD basis set

The gap between HOMO and LUMO is 10.26 eV. Its highest occupied orbital energy is -9.4 eV. Its SMILES is CC[C@@]1(C)C[C@H]1O. The net charge is 0. As for the multiplicity: 1.

Element x y z (Å)
1 C -1.213 -1.677 -0.824
2 C -0.360 -1.096 0.314
3 C 0.055 0.377 0.217
4 C -0.906 1.336 -0.441
5 C 0.801 0.828 1.452
6 C 1.496 0.816 0.126
7 O 2.561 -0.072 -0.045
8 H -0.696 -1.692 -1.791
9 H -2.138 -1.104 -0.950
10 H -1.526 -2.708 -0.615
11 H 0.540 -1.704 0.479
12 H -0.938 -1.155 1.246
13 H -0.706 1.373 -1.518
14 H -1.960 1.067 -0.304
15 H -0.756 2.344 -0.039
16 H 1.064 -0.016 2.082
17 H 0.536 1.736 1.999
18 H 1.648 1.780 -0.371
19 H 2.502 -0.440 -0.937

=====

C3H5N2O3 | ωB97M-V with the def2-TZVPD basis set

The gap between HOMO and LUMO (spin up / spin down) is 8.26 / 8.26 eV. Its highest occupied orbital energy (spin up / spin down) is -15.4 / -15.4 eV. The net charge is +1. As for the multiplicity: 1.

Element x y z (Å)
1 C -1.606 0.377 -0.331
2 C 1.048 0.728 0.490
3 C 0.611 -0.639 0.145
4 N -0.870 -0.608 -0.181
5 N -1.073 1.673 -0.123
6 O -1.477 2.706 -0.482
7 O 1.152 -1.044 -1.046
8 O 0.747 -1.469 1.213
9 H -2.645 0.272 -0.638
10 H 1.025 1.016 1.528
11 H 1.565 1.319 -0.248
12 H 0.854 -1.925 -1.317
13 H 0.668 -2.407 0.990

=====

C49H50AlN9O2S3Se | ωB97M-V with the def2-TZVPD basis set

The gap between HOMO and LUMO is 3.45 eV. Its highest occupied orbital energy is 0.1 eV. The net charge is -2. As for the multiplicity: 1.

Element x y z (Å)
1 Al -1.105 1.890 1.225
2 O -0.370 1.848 2.839
3 C 0.402 2.148 3.911
4 C -0.257 1.559 5.164
5 C 0.225 1.463 6.437
6 C -0.751 0.988 7.351
7 C -1.949 0.746 6.744
8 S -1.893 1.077 5.064
9 C 0.525 3.650 4.189
10 C 1.511 4.338 4.846
11 C 1.162 5.689 5.096
12 C -0.094 5.980 4.645
13 S -0.830 4.646 3.876
14 C 1.784 1.516 3.728
15 C 2.944 2.061 3.265
16 C 4.000 1.113 3.145
17 C 3.617 -0.142 3.508
18 S 1.976 -0.177 4.004
19 H 1.237 1.735 6.708
20 H -0.570 0.842 8.408
21 H -2.858 0.382 7.196
22 H 2.446 3.890 5.151
23 H 1.817 6.402 5.580
24 H -0.608 6.927 4.682
25 H 3.033 3.103 2.997
26 H 5.000 1.364 2.813
27 H 4.196 -1.053 3.494
28 C -5.143 3.034 0.852
29 C -4.446 2.116 1.858
30 C -4.976 2.373 3.273
31 C -4.554 0.658 1.469
32 C -5.808 0.081 1.445
33 C -6.022 -1.257 1.122
34 C -4.898 -2.022 0.836
35 C -3.613 -1.501 0.826
36 C -2.499 -2.466 0.488
37 C -1.857 -2.076 -0.848
38 C -1.495 -2.580 1.643
39 C -3.350 -0.090 1.116
40 N -2.151 0.460 1.075
41 H -4.817 4.069 0.988
42 H -6.233 2.983 0.961
43 H -4.885 2.738 -0.166
44 H -3.389 2.380 1.845
45 H -6.064 2.253 3.315
46 H -4.730 3.391 3.594
47 H -4.533 1.670 3.981
48 H -6.669 0.698 1.699
49 H -7.019 -1.684 1.100
50 H -5.030 -3.077 0.596
51 H -2.949 -3.458 0.348
52 H -1.492 -1.055 -0.769
53 H -2.617 -2.094 -1.636
54 H -1.041 -2.755 -1.132
55 H -1.181 -1.579 1.948
56 H -0.614 -3.172 1.361
57 H -1.970 -3.065 2.500
58 C 1.417 -0.783 0.685
59 C 1.698 0.636 0.378
60 N 0.838 1.626 0.404
61 C 1.515 2.775 0.061
62 C 2.805 2.466 -0.210
63 N 2.917 1.096 -0.023
64 C 4.112 0.328 -0.199
65 N 4.060 -0.539 -1.356
66 N 4.242 -1.873 -1.239
67 N 4.235 -2.409 -2.400
68 C 4.038 -1.420 -3.336
69 C 3.975 -1.467 -4.732
70 C 3.764 -0.279 -5.393
71 C 3.611 0.939 -4.703
72 C 3.688 1.007 -3.328
73 C 3.920 -0.199 -2.666
74 H 0.365 -0.861 0.935
75 H 2.010 -1.122 1.539
76 H 1.655 -1.434 -0.160
77 H 0.985 3.719 0.024
78 H 3.643 3.068 -0.517
79 H 4.301 -0.309 0.665
80 H 4.930 1.040 -0.317
81 H 4.088 -2.406 -5.255
82 H 3.703 -0.274 -6.474
83 H 3.420 1.846 -5.260
84 H 3.547 1.939 -2.799
85 C 1.734 -6.771 -2.157
86 C 1.510 -5.641 -3.127
87 C 0.576 -4.645 -2.877
88 C 0.350 -3.613 -3.776
89 C 1.082 -3.541 -4.961
90 N 0.897 -2.538 -5.932
91 C 0.288 -1.288 -5.820
92 O -0.203 -0.756 -6.801
93 N 0.334 -0.768 -4.569
94 C -0.454 0.263 -4.012
95 C -1.412 0.995 -4.700
96 C -2.161 1.913 -3.977
97 C -1.944 2.068 -2.613
98 N -1.022 1.364 -1.967
99 C -0.296 0.502 -2.650
100 C 2.016 -4.545 -5.222
101 C 2.222 -5.573 -4.321
102 H 1.192 -6.598 -1.228
103 H 2.794 -6.875 -1.919
104 H 1.391 -7.718 -2.578
105 H -0.001 -4.665 -1.960
106 H -0.411 -2.880 -3.546
107 H 1.095 -2.792 -6.885
108 H 0.936 -1.239 -3.912
109 H -1.560 0.840 -5.758
110 H -2.918 2.505 -4.476
111 H -2.492 2.782 -2.006
112 H 0.442 -0.073 -2.087
113 H 2.588 -4.506 -6.143
114 H 2.967 -6.330 -4.542
115 Se -1.569 4.053 0.443

=====

C2H8NS | ωB97M-V with the def2-TZVPD basis set

The gap between HOMO and LUMO is 9.20 eV. Its highest occupied orbital energy is -13.2 eV. Its SMILES is [NH3+]CCS. The net charge is +1. As for the multiplicity: 1.

Element x y z (Å)
1 N -0.414 -1.205 -1.932
2 C 0.467 -0.639 -0.844
3 C -0.461 0.145 0.107
4 S 0.337 0.810 1.563
5 H -1.289 -0.683 -2.035
6 H -0.004 -1.377 -2.852
7 H -0.760 -2.142 -1.682
8 H 1.186 0.019 -1.330
9 H 0.959 -1.458 -0.323
10 H -0.892 0.979 -0.456
11 H -1.146 -0.620 0.455
12 H 0.681 2.012 1.081